14
Properties=species:S:1:pos:R:3:forces:R:3:nbo_charge:R:1 method="wB97M-V/def2-TZVPD" smiles="[H]/N=C(/N)SCC(=O)O" orbital_gap_ev=10.0 relative_energy_kcal_mol=23.7 largest_force_ha_per_bohr=0.0679 homo_ha=-0.35470 total_energy_ev=-21118.82091 lumo_ev=0.4
H -2.568545 -0.739775 1.145766 0.1 0.5 0.1 0.35
N -2.382341 0.216736 0.823783 -0.3 -1.0 0.0 -0.70
C -1.480320 0.217231 -0.060502 0.2 -1.2 -0.1 0.31
N -1.026135 1.330557 -0.620221 0.4 3.3 -1.0 -0.83
S -0.582183 -1.226936 -0.724446 -0.8 -0.5 0.4 0.16
C 1.132725 -0.691283 -0.738652 -0.3 0.8 0.1 -0.66
C 1.654954 -0.075680 0.562087 1.2 0.0 1.3 0.78
O 2.459251 0.826786 0.549140 -1.0 -0.9 -0.2 -0.55
O 1.304043 -0.620938 1.787317 -0.4 0.0 -1.4 -0.68
H -1.471181 2.211255 -0.324736 0.3 -0.8 -0.1 0.41
H -0.644249 1.398412 -1.565390 -0.2 -0.6 0.7 0.40
H 1.321343 0.071039 -1.498739 0.0 -0.2 0.1 0.24
H 1.660453 -1.593410 -1.042753 0.3 0.0 0.3 0.26
H 0.622184 -1.323994 1.707346 0.4 0.6 -0.3 0.49